147
Properties=species:S:1:pos:R:3:forces:R:3:lowdin_charge:R:1 method="wB97M-V/def2-TZVPD" lumo_ha=-0.0079 multiplicity=1 e_tot_ev=-141367.621 gap_ev=9.4
C 2.5972 4.4160 -1.2539 0.058 -0.706 0.351 -0.10
C 2.9497 4.0658 0.1864 -0.458 0.473 -0.360 -0.23
C 2.9906 2.5784 0.5670 0.164 0.553 0.093 -0.11
C 1.8172 1.7839 1.2245 0.097 0.088 -0.853 -0.15
C 0.7634 2.7506 1.8573 -0.197 0.245 -0.065 -0.48
Cl -0.2866 3.6597 0.6886 0.368 0.105 -0.117 0.82
C 1.1816 3.8360 2.8778 0.559 0.145 0.460 -0.23
C 2.6209 4.1130 3.3144 -0.065 -0.197 0.267 -0.08
C 2.3634 0.9262 2.4473 0.086 -0.472 0.993 -0.38
F 1.8998 1.4518 3.6297 -0.036 0.512 0.119 0.09
N 3.7817 0.7255 2.5455 -0.138 -0.290 0.047 0.10
C 4.6120 1.6537 3.3145 0.012 0.282 0.174 -0.42
C 4.5020 1.7995 4.7932 -0.192 -0.198 -0.098 0.02
O 5.4925 2.2152 2.7295 0.440 0.160 -0.502 0.12
C 4.1836 -0.6238 3.0117 -0.100 -0.177 -0.312 -0.42
C 4.7355 -1.5783 2.0205 0.420 0.152 -0.109 0.03
O 4.1328 -0.8951 4.1662 -0.029 -0.051 0.974 0.17
O 1.8407 -0.4038 2.5007 0.018 0.317 -0.622 -0.11
S 0.3073 -0.7382 2.2719 -0.653 -1.107 0.399 0.72
O 0.2455 -2.1533 2.3028 0.408 -0.481 -0.056 -0.20
O -0.5460 -0.0746 3.1885 0.272 1.127 0.451 -0.20
C -0.0453 -0.1189 0.5846 -0.230 1.016 -0.527 -0.31
C -1.4335 0.5781 0.7382 -0.451 -0.735 -0.277 -0.11
C -2.3634 0.8895 -0.4545 0.265 0.995 -0.134 -0.13
C -2.9084 2.3438 -0.4401 -0.230 -0.556 -0.595 -0.21
C -2.4389 3.2024 -1.6219 0.221 0.216 0.566 -0.25
S -3.7959 3.8311 -2.5817 -0.818 -0.685 -0.067 0.58
O -3.9593 2.9813 -3.7153 0.477 -0.382 -0.790 -0.27
O -4.9581 4.0653 -1.8071 -0.145 0.379 0.759 -0.24
O -3.3273 5.2583 -3.0602 0.586 0.409 -0.107 -0.14
O -0.1530 -1.1600 -0.3886 -0.953 0.359 0.338 0.03
C -0.6159 -2.4452 -0.1182 0.861 -0.731 0.221 -0.37
O 0.2181 -3.2933 -0.0383 0.774 -0.688 -0.541 0.13
C -2.0231 -2.8826 -0.0241 -0.069 1.391 -0.441 -0.15
C -2.5626 -3.1063 1.2170 0.424 0.123 0.615 -0.02
C -3.8541 -3.5538 1.3279 0.193 0.068 0.291 -0.06
C -4.5764 -3.7761 0.1888 -0.992 -0.485 0.124 -0.07
C -4.0411 -3.5793 -1.0548 0.373 0.205 -0.502 -0.05
C -2.7508 -3.1064 -1.1760 -0.098 0.010 0.057 0.00
C 1.2190 0.7304 0.1200 -0.363 0.091 0.225 -0.16
C 0.8386 1.3989 -1.1883 -0.351 0.477 -0.326 -0.02
C 2.3115 -0.3192 -0.3103 -0.361 -0.138 0.550 -0.56
F 2.1377 -1.5125 0.2651 0.420 -0.220 0.274 0.12
F 2.3072 -0.5493 -1.6163 0.071 -0.071 -0.676 0.17
F 3.5505 0.0559 0.0004 0.424 0.038 -0.206 0.15
H 2.9123 5.4306 -1.4283 0.028 0.411 -0.313 0.08
H 3.1498 3.7394 -1.8944 0.067 0.055 -0.443 0.04
H 1.5455 4.3188 -1.4724 -0.436 0.009 -0.098 0.04
H 2.3853 4.7288 0.8268 -0.200 -0.134 0.431 0.09
H 3.9711 4.4107 0.2574 0.484 -0.018 0.429 0.12
H 3.8378 2.4834 1.2202 0.173 -0.097 0.210 0.08
H 3.3635 2.1105 -0.3229 -0.168 -0.429 -0.413 0.11
H 0.0366 2.1397 2.3525 -0.242 -0.301 0.274 0.06
H 0.7672 4.7854 2.5979 -0.220 0.290 -0.661 0.07
H 0.6389 3.6209 3.7849 -0.233 -0.340 0.345 0.11
H 3.4274 3.7964 2.6731 -0.031 -0.073 -0.328 0.06
H 2.7939 3.6864 4.2811 0.075 -0.306 0.395 0.05
H 2.7608 5.1667 3.4722 -0.037 0.418 -0.201 0.05
H 3.6732 1.2707 5.2197 -0.244 -0.145 0.216 0.09
H 4.4637 2.8491 5.0165 -0.093 0.502 0.136 0.06
H 5.4324 1.4333 5.1985 0.306 -0.274 0.228 0.11
H 5.5064 -2.1356 2.5282 0.187 -0.306 0.189 0.10
H 3.9677 -2.2731 1.7237 -0.344 -0.226 -0.232 0.09
H 5.1694 -1.0986 1.1624 0.008 0.148 -0.328 0.08
H -1.4513 1.4156 1.4117 0.476 0.241 0.099 0.08
H -1.9954 -0.1622 1.2887 -0.141 -0.368 0.324 0.11
H -1.9455 0.7175 -1.4334 0.404 -0.352 -0.216 0.10
H -3.2311 0.2597 -0.3925 -0.229 -0.579 0.069 0.11
H -2.7117 2.8167 0.5026 0.177 0.358 0.278 0.07
H -3.9816 2.3047 -0.5061 -0.529 -0.162 0.041 0.10
H -1.8366 2.6236 -2.3007 0.124 -0.239 -0.454 0.09
H -1.8213 4.0333 -1.3115 -0.063 0.392 0.129 0.06
H -2.4798 5.1880 -3.5284 0.043 0.092 -0.079 0.10
H -1.9475 -2.9337 2.0794 0.060 0.004 0.347 0.11
H -4.2753 -3.7218 2.2964 -0.257 -0.101 0.385 0.11
H -5.5852 -4.1337 0.2697 -0.358 -0.044 -0.014 0.08
H -4.6156 -3.7627 -1.9350 -0.345 -0.062 -0.362 0.08
H -2.3059 -2.9245 -2.1359 0.095 0.077 -0.356 0.12
H 0.1598 2.2192 -1.0696 -0.115 0.232 0.255 0.02
H 0.3526 0.7055 -1.8486 -0.163 -0.548 -0.164 0.10
H 1.6897 1.7568 -1.7353 0.544 0.269 -0.077 0.09
O -3.5245 0.4581 -5.4668 0.111 0.020 0.021 -0.07
H -3.6596 0.6371 -6.4025 0.006 0.017 0.056 0.03
H -3.3311 1.3175 -5.0693 -0.208 -0.025 0.011 -0.01
O -4.6129 -3.9473 -4.1111 0.224 -0.003 -0.170 -0.06
H -3.6528 -3.8998 -4.1040 0.086 -0.102 -0.064 0.03
H -4.8795 -3.2390 -4.7072 -0.291 0.012 0.094 0.03
O 3.5091 -3.5201 -1.1293 0.241 0.029 0.093 -0.05
H 2.6530 -3.5703 -0.6906 -0.036 -0.130 -0.126 0.00
H 3.7056 -2.5804 -1.1616 0.033 -0.043 -0.077 0.01
O 0.8733 -5.9039 1.8036 0.086 -0.039 -0.298 -0.05
H 1.8327 -5.8474 1.8612 0.001 0.046 0.134 0.05
H 0.6203 -5.1421 1.2660 -0.102 0.165 0.203 0.00
O -5.8602 -6.1333 1.9711 -0.140 -0.100 0.203 -0.05
H -4.9558 -6.4419 1.8446 0.049 0.093 -0.038 0.06
H -6.3038 -6.8789 2.3928 0.071 -0.011 0.087 0.06
O 4.2281 2.5104 -3.6317 0.205 -0.065 -0.080 -0.05
H 4.2609 1.6321 -4.0282 -0.082 0.004 -0.019 0.06
H 5.1522 2.7792 -3.5741 0.011 0.000 0.097 0.06
O 3.3859 7.1648 4.0870 0.132 0.268 0.269 -0.06
H 3.7899 7.9864 3.7901 0.044 -0.022 -0.039 0.06
H 2.7109 7.4428 4.7251 -0.270 -0.034 -0.238 0.03
O -7.1776 -2.5549 -4.3657 -0.087 0.115 -0.150 -0.04
H -7.4733 -1.6548 -4.2004 0.016 -0.015 -0.001 0.03
H -7.9914 -3.0547 -4.4774 0.037 -0.100 -0.018 0.04
O 1.4695 -5.6050 -1.2606 -0.013 0.001 -0.051 -0.04
H 1.4274 -6.0904 -0.4292 -0.039 -0.214 -0.040 0.02
H 0.8442 -4.8839 -1.1257 -0.065 -0.012 -0.074 0.01
O 4.3028 5.1087 5.8344 0.161 0.102 -0.027 -0.07
H 5.2429 4.9070 5.8577 0.026 0.067 0.077 0.04
H 4.2292 5.8902 5.2575 -0.054 -0.182 -0.006 0.00
O 0.6688 7.8246 5.1420 0.085 0.002 0.168 -0.04
H 0.4745 7.8288 6.0850 -0.004 0.023 0.013 0.05
H -0.1083 7.4287 4.7364 0.038 -0.023 -0.093 0.05
O 2.8091 4.5339 -5.2002 -0.139 0.173 -0.176 -0.06
H 3.4674 3.9777 -4.7685 0.005 -0.230 0.060 -0.01
H 2.0604 4.5109 -4.5978 -0.051 0.032 0.030 0.03
O -5.9469 -7.6049 -0.4199 0.184 -0.045 0.081 -0.06
H -5.9404 -7.5140 -1.3772 0.008 -0.109 -0.025 0.05
H -6.0779 -6.7034 -0.0943 -0.108 -0.080 -0.059 -0.01
O 3.3770 -5.1264 -4.0914 -0.093 -0.113 -0.086 -0.07
H 4.2241 -5.3604 -3.7036 0.025 0.064 0.061 0.03
H 2.7471 -5.2938 -3.3795 0.017 0.078 0.120 0.00
O 7.6741 0.3061 2.0133 -0.143 0.085 -0.149 -0.05
H 7.5678 -0.1632 2.8458 0.141 -0.008 0.035 0.04
H 6.9425 0.9389 2.0000 0.044 0.078 0.019 0.01
O -7.8268 -5.2419 -0.0890 -0.112 -0.028 0.116 -0.05
H -7.7400 -5.6604 0.7762 0.111 0.149 -0.004 0.02
H -8.6759 -5.5516 -0.4186 0.017 0.007 -0.101 0.05
O -3.0563 6.7720 -5.8235 0.033 -0.093 0.084 -0.05
H -3.3563 6.1024 -5.2022 -0.239 0.086 0.011 0.00
H -3.3435 6.4357 -6.6767 0.071 0.034 -0.116 0.04
O -5.0668 -9.8607 1.8602 -0.073 0.146 -0.033 -0.05
H -4.1053 -9.8283 1.8559 0.024 -0.069 -0.005 0.05
H -5.3315 -9.1515 1.2581 -0.064 -0.049 -0.256 0.01
O -6.1373 -1.1209 -1.7231 -0.039 0.132 0.109 -0.04
H -7.0320 -0.8224 -1.5359 -0.031 -0.030 0.118 0.04
H -5.9097 -0.6787 -2.5446 0.186 0.013 -0.126 0.03
O 9.2289 2.6424 0.0958 -0.098 -0.041 0.001 -0.06
H 9.2519 2.1963 -0.7550 0.046 -0.007 -0.020 0.03
H 8.9103 1.9684 0.7079 0.031 -0.056 0.096 0.00
O -6.5538 -12.3062 0.4853 0.022 -0.004 -0.001 -0.07
H -6.0550 -11.5945 0.9063 0.047 0.126 0.062 -0.01
H -6.3492 -13.0850 1.0092 -0.015 -0.028 0.003 0.03
O 0.1877 4.0364 -6.8680 -0.031 -0.042 0.005 -0.07
H 0.2063 3.1666 -7.2764 -0.044 -0.034 -0.015 0.03
H 1.1163 4.2919 -6.8247 0.134 0.060 0.135 0.01